(1)
28
Properties=species:S:1:pos:R:3:forces:R:3 method="wB97M-V/def2-TZVPD" lumo_energy_ev="-2.98 / -3.10" gap_ev="4.98 / 4.85"
Sn -0.296232 0.126294 -0.576935 -1.10 -1.32 -0.03
N 2.532909 0.219389 0.068652 0.34 -0.13 -0.10
N 2.867815 0.117590 1.415737 0.05 0.14 0.13
C 1.930455 -0.137704 2.344031 0.06 0.05 -0.20
N 2.323414 -0.077579 3.623201 0.04 0.00 0.01
S 0.343857 -0.559648 2.002842 -0.50 -0.16 0.05
H 3.092185 -0.429407 -0.472438 0.01 -0.12 0.02
H 2.707259 1.162225 -0.263545 -0.21 0.14 0.03
H 3.775811 0.440503 1.714223 0.04 0.03 0.01
H 3.259627 0.156446 3.906113 0.00 -0.01 -0.03
H 1.629731 -0.249476 4.328734 0.02 -0.01 0.05
Se 2.516925 5.745352 0.440911 0.19 0.03 -0.01
Sb 0.178678 5.160390 -0.091445 -0.73 -0.92 -1.37
Se 0.142308 2.551753 -0.292769 0.69 2.55 0.21
Se -1.276128 5.963800 1.735020 -0.13 0.02 0.10
Se -0.489860 6.188701 -2.208267 0.41 -0.31 1.10
F -7.727562 0.121699 0.040357 0.02 0.01 0.01
C -6.390784 0.048920 0.046037 -0.01 -0.01 0.00
C -5.745772 -0.849866 0.879055 -0.03 0.07 -0.07
F -6.466648 -1.641417 1.678004 0.00 -0.02 0.03
C -4.367015 -0.930060 0.879691 0.19 0.11 -0.13
F -3.757951 -1.806704 1.688638 -0.05 -0.04 0.05
C -3.577828 -0.123680 0.047471 -0.46 0.16 -0.06
O -2.275381 -0.214435 0.047946 1.03 -0.17 0.12
C -4.265669 0.772558 -0.781480 0.22 -0.15 0.13
F -3.537499 1.547895 -1.596405 -0.06 0.09 -0.09
C -5.643119 0.865082 -0.786088 -0.02 -0.07 0.05
F -6.260441 1.729993 -1.593253 0.00 0.03 -0.03


(2)
135
Properties=species:S:1:pos:R:3:forces:R:3 method="wB97M-V/def2-TZVPD" lumo_energy_ev=-10.32 total_charge=+5 gap_ev=7.31
C -0.002096 3.898135 -6.120986 1.55 -0.20 0.04
C 1.181024 2.937349 -6.107078 -0.80 0.22 0.68
O 2.283622 2.949386 -5.698965 -0.80 0.21 -0.62
N 0.752361 1.352052 -6.538805 1.39 0.29 0.15
H -0.076227 1.229215 -7.142881 0.41 0.15 0.53
H 1.598560 1.137358 -7.089594 -0.66 -0.01 -0.20
C 0.842306 0.401321 -5.341216 -1.20 0.09 -1.46
H 0.201804 4.829003 -6.685403 0.12 -0.59 0.26
H -0.073200 4.131128 -5.034050 -0.22 0.02 -0.12
H -0.902170 3.423485 -6.473264 -0.21 -0.13 -0.16
H 0.028203 0.689404 -4.644636 0.66 -0.48 -0.31
H 1.817062 0.522481 -4.892420 0.04 0.16 0.16
H 0.767277 -0.597676 -5.834705 -0.15 0.53 1.00
C 0.123333 -2.898559 7.759926 0.32 -0.19 -1.41
C 0.380450 -2.641260 6.277268 -0.71 0.29 0.10
O -0.235554 -2.863351 5.292633 0.58 -0.03 0.77
N 1.695498 -1.753339 6.021716 0.39 1.01 -0.18
H 1.610776 -0.864029 6.526162 -0.41 -0.30 0.46
H 2.603578 -2.101226 6.380363 -0.67 -0.53 -0.07
C 1.907179 -1.297431 4.595133 -0.81 0.47 0.46
H -0.773846 -2.366273 8.091310 0.21 0.25 -0.15
H 1.026163 -2.571275 8.276967 -0.37 -0.41 0.53
H -0.139751 -3.964271 7.860848 0.48 0.28 0.17
H 2.757901 -0.619913 4.683339 0.25 -0.49 -0.68
H 1.054494 -0.707674 4.220696 0.14 -0.32 0.46
H 1.958771 -2.169191 3.968642 0.67 -0.14 -0.29
C -2.502951 -0.462976 -3.166872 -1.00 -2.24 -1.07
C -2.146712 -1.776684 -3.993175 -1.56 3.12 1.22
O -1.157476 -2.359316 -4.095377 2.61 -1.20 0.03
N -3.318623 -2.384830 -4.742536 -0.84 -0.82 -0.27
H -4.143953 -2.379813 -4.155805 -0.40 0.09 0.37
H -3.625870 -1.913109 -5.594307 0.31 0.78 0.08
C -3.097774 -3.815027 -5.236500 -0.58 0.70 -0.04
H -1.718970 0.012050 -2.568712 0.11 -0.39 -0.53
H -3.305531 -0.830234 -2.504216 0.23 0.32 0.12
H -3.026499 0.181141 -3.876862 0.28 0.39 0.15
H -3.024350 -4.499871 -4.374429 0.37 0.34 -0.73
H -2.289892 -3.731306 -5.962256 0.25 -0.63 0.50
H -4.011960 -3.979120 -5.802039 -0.04 -0.57 0.06
C 3.213614 5.310630 0.478546 -0.78 -0.53 1.75
C 3.270422 4.109235 1.511497 1.28 2.56 -1.23
O 4.229595 3.489664 1.790611 0.56 -0.74 -0.03
N 2.045356 3.807844 2.308851 -0.27 1.13 -0.41
H 1.320561 4.371233 1.894763 -0.69 0.62 0.21
H 1.749779 2.883582 2.050863 -0.19 -1.73 -0.64
C 2.193935 3.963839 3.789845 -0.36 -0.29 0.09
H 2.889773 6.261485 0.916191 -0.11 -0.27 0.80
H 2.395240 5.123888 -0.190896 -0.08 -0.35 -0.98
H 4.165001 5.607437 0.048934 0.13 -0.90 -0.23
H 3.260363 3.979119 4.026576 -0.34 -0.35 0.16
H 1.594151 3.169682 4.256969 0.71 0.07 -0.05
H 1.730885 4.879435 4.097034 -0.02 0.69 0.03
C 5.848964 1.327785 -4.825133 -0.54 0.31 0.80
C 5.154674 0.581069 -3.691084 1.93 2.07 -1.14
O 4.458961 -0.342747 -3.643876 -1.17 -1.51 -0.12
N 5.394792 1.268407 -2.297815 -0.79 -0.87 0.20
H 5.900307 0.482841 -1.833722 0.08 1.20 0.13
H 5.911684 2.154270 -2.311978 0.29 -0.52 -0.14
C 4.081461 1.488630 -1.552553 -0.09 -0.26 -0.33
H 5.272366 2.260388 -4.827145 0.21 0.28 -0.20
H 5.761690 0.902571 -5.813925 -0.24 -0.58 0.05
H 6.904268 1.582710 -4.659817 -0.30 -0.19 0.36
H 3.301398 1.952535 -2.151808 0.26 0.42 -0.43
H 4.319276 2.100512 -0.701657 -0.03 0.05 0.45
H 3.644188 0.535578 -1.286243 0.34 -0.21 0.29
C 3.661795 -2.792744 0.791629 -0.57 0.31 -0.10
C 2.640871 -3.854827 0.424632 0.51 -0.81 -0.58
C 1.267639 -3.277711 0.198674 0.32 0.14 0.87
N 0.276757 -4.297967 -0.206586 -1.12 0.28 -0.96
C 0.162686 -5.500501 0.683795 -0.85 -1.08 0.38
C -0.318197 -5.178772 2.098360 -1.80 0.25 -0.44
C -1.706081 -4.446243 2.011209 1.42 -0.14 -0.40
C -1.621617 -3.201322 1.164350 0.96 0.06 -1.59
C -1.081896 -3.586820 -0.294331 -0.26 0.19 1.53
C 0.564801 -4.729987 -1.606848 1.00 -0.58 -0.16
H 4.038505 -2.222789 -0.039272 0.24 -0.14 -0.78
H 4.510419 -3.206394 1.325108 -0.06 0.13 0.24
H 3.108302 -2.028863 1.325058 0.25 0.19 0.90
H 2.596676 -4.586227 1.234888 -0.07 0.07 0.06
H 2.957698 -4.431183 -0.456737 0.13 0.22 0.25
H 1.207038 -2.537059 -0.590333 0.30 0.38 0.02
H 0.918367 -2.819052 1.132753 0.03 0.00 -0.42
H 1.046885 -6.144168 0.692394 0.24 0.63 -0.31
H -0.611350 -6.119543 0.179098 0.33 0.31 0.41
H 0.364219 -4.635573 2.728354 0.58 0.44 -0.04
H -0.537881 -6.092272 2.653767 0.35 -0.26 -0.35
H -2.042277 -4.262943 3.023676 -0.47 0.02 -0.01
H -2.348597 -5.079517 1.424624 -0.70 -0.75 0.50
H -0.965023 -2.447167 1.609501 -0.11 0.07 -0.23
H -2.582145 -2.725076 0.986555 -0.23 -0.02 0.16
H -0.971333 -2.696662 -0.923427 0.38 -0.06 0.28
H -1.730211 -4.268665 -0.859253 -0.09 -0.03 0.56
H 0.646931 -3.852583 -2.247072 -0.43 0.02 0.03
H -0.177927 -5.459105 -1.954866 0.16 0.37 0.16
H 1.558256 -5.191838 -1.639238 -0.39 -0.16 0.07
C -3.410058 -0.940085 3.556064 0.38 -0.97 -0.24
C -2.536265 0.234380 3.141821 -0.79 -0.62 -0.18
C -3.418567 1.438993 3.009344 -0.95 -0.22 0.20
N -2.847954 2.569336 2.215645 0.07 -0.13 0.66
C -2.677879 2.200108 0.722579 0.28 -0.31 1.00
C -3.978153 1.861441 0.000093 -0.60 0.82 0.72
C -5.029359 3.033027 0.053443 1.92 -1.04 0.44
C -5.144350 3.383804 1.547075 -1.37 0.44 -0.93
C -3.867328 3.693911 2.286002 0.72 -0.27 -0.48
C -1.531875 2.917201 2.964493 -0.58 0.44 -3.20
H -4.032847 -1.328984 2.757414 -0.41 0.46 -0.31
H -4.049654 -0.746235 4.415562 0.15 0.00 0.10
H -2.769761 -1.805642 3.733435 0.05 0.05 0.57
H -2.141069 0.059506 2.166008 0.59 -0.59 -0.62
H -1.685186 0.268234 3.814366 0.01 0.65 0.21
H -3.733987 1.789350 3.993613 0.28 0.45 0.01
H -4.376168 1.170346 2.543756 0.50 -0.19 -0.03
H -2.118568 1.278878 0.728177 0.62 -0.14 -0.03
H -2.076771 2.952946 0.189229 -0.42 0.11 0.50
H -4.433416 0.953944 0.432390 0.28 0.16 -0.34
H -3.549130 1.652108 -0.970390 -0.58 -0.19 -0.68
H -6.002348 2.708201 -0.311413 0.14 0.19 -0.18
H -4.600563 3.837656 -0.546661 -0.42 0.22 0.04
H -5.761419 2.591654 1.981334 0.30 0.11 0.42
H -5.776517 4.278974 1.617649 0.19 -0.08 0.22
H -4.065675 3.754842 3.345403 -0.03 0.87 0.24
H -3.360734 4.556135 1.822444 -0.31 -0.05 0.55
H -1.654165 2.908484 4.037837 -0.22 0.36 0.02
H -1.201164 3.837463 2.451364 -0.20 0.12 0.98
H -0.811909 2.192381 2.607094 0.14 -0.55 0.31
O -0.305469 3.510686 -0.998328 -0.19 0.00 0.41
C 0.116806 3.310956 -2.265490 -0.11 0.60 -4.40
O 0.916275 2.354565 -2.544693 -0.20 -0.70 1.54
O -0.333353 4.050314 -3.190354 0.11 -0.44 2.32
H 0.040909 2.765902 -0.473471 0.58 0.04 0.20
O 0.047302 0.154927 -0.682353 0.29 0.36 0.98
C 0.571794 0.546413 0.618658 -0.09 1.25 -2.77
O 1.080717 1.753664 0.597438 -0.89 -2.23 1.32
O 0.419885 -0.324796 1.458589 0.47 0.72 0.68
H 0.224983 0.851156 -1.356594 0.55 0.18 0.28


(3)
15
Properties=species:S:1:pos:R:3:forces:R:3 method="wB97M-V/def2-TZVPD" lumo_energy_ev=0.28 de_lowest_kcal_mol=79.5 gap_ev=8.46
C -1.079804 -1.634902 0.086153 -0.11 -0.12 -0.11
N 0.056342 -1.707330 0.979923 0.58 -0.18 -0.27
C 1.191859 -1.213199 0.693979 -0.23 -0.15 0.20
C 1.560622 -0.212514 -0.327872 -0.17 0.02 0.13
C 0.825479 0.900619 -0.489623 0.04 -0.07 0.24
C -0.311594 1.164573 0.412595 -0.15 0.69 -0.43
N -1.196431 2.001714 -0.096180 0.13 -0.24 0.27
H -0.865493 -1.256746 -0.924640 0.02 0.02 0.21
H -1.434804 -2.668534 0.006891 -0.12 0.18 -0.09
H -1.886102 -1.040784 0.523134 0.14 -0.06 0.02
H 2.017101 -1.544629 1.332987 -0.04 0.20 0.02
H 2.516988 -0.339923 -0.834201 -0.25 -0.02 -0.09
H 1.168595 1.668000 -1.195617 -0.13 -0.09 0.11
H -1.965881 2.319170 0.485389 0.23 -0.15 -0.23
H -1.176047 2.386134 -1.041167 0.06 -0.03 0.05